169
Properties=species:S:1:pos:R:3:forces:R:3:lowdin_charge:R:1 method="wB97M-V/def2-TZVPD" homo_energy_ev=-9.532 e_tot_ha=-3469.498101
C -0.021230 -4.774215 -1.429614 0.48 -0.04 0.36 -0.16
C 1.510635 -4.676368 -1.287878 -0.05 0.53 -0.23 -0.15
C 1.995981 -6.101562 -1.599073 0.18 0.88 0.42 -0.20
O 0.861095 -6.850393 -1.986656 -0.50 -0.10 -0.32 -0.12
C -0.163425 -5.927870 -2.396966 -0.23 -0.36 0.22 -0.19
H -0.565700 -3.872665 -1.710424 0.28 0.07 -0.14 0.09
H -0.410910 -5.091201 -0.462253 -0.22 -0.10 0.08 0.10
H 1.855957 -4.351001 -0.306550 -0.18 0.07 0.03 0.09
H 1.942833 -3.987549 -2.013712 -0.12 0.17 -0.10 0.10
H 2.471473 -6.491901 -0.699274 -0.25 -0.61 -0.05 0.11
H 2.771882 -6.052969 -2.363085 -0.09 -0.30 -0.34 0.11
H -1.155069 -6.376850 -2.340798 0.16 -0.48 0.33 0.12
H -0.078603 -5.670042 -3.452634 0.52 0.35 -0.15 0.11
C -2.595399 -2.947098 1.669553 1.25 1.82 -0.20 -0.18
C -3.224167 -4.294300 1.483447 -1.36 0.24 0.55 -0.17
C -2.428548 -5.169695 2.441647 -0.42 0.20 0.54 -0.17
O -1.646033 -4.299256 3.286676 0.26 -0.46 -0.01 -0.15
C -2.015173 -2.947761 3.093785 -0.45 -0.23 -0.46 -0.20
H -3.218971 -2.060700 1.553118 -0.42 -0.24 -0.21 0.10
H -1.787285 -2.812159 0.950645 0.25 -0.03 -0.04 0.09
H -3.356221 -4.654967 0.463363 0.72 0.04 -0.08 0.11
H -4.257477 -4.226853 1.823756 -0.13 -0.08 0.28 0.11
H -1.815856 -5.882997 1.890361 0.38 0.02 0.37 0.11
H -3.115185 -5.673116 3.122240 0.08 -0.49 -0.21 0.12
H -1.180175 -2.297662 3.354990 0.63 -0.11 -0.85 0.10
H -2.734075 -2.545262 3.807425 -0.78 -0.68 0.29 0.11
C -0.262961 -2.102878 -3.863973 -0.67 1.75 0.80 -0.19
C -0.513713 -0.672319 -4.382020 -0.30 0.35 0.76 -0.16
C -0.568466 -0.827599 -5.880367 -0.18 -0.99 0.67 -0.19
O 0.289002 -1.942534 -6.108749 0.84 -0.94 -0.80 -0.13
C 0.633345 -2.654568 -4.891691 0.15 0.48 -0.96 -0.19
H -1.210479 -2.640407 -3.827056 0.07 -0.16 0.26 0.11
H 0.243346 -2.032947 -2.901245 -0.33 -0.32 0.23 0.10
H 0.332011 -0.066240 -4.057212 0.14 0.21 -0.20 0.10
H -1.408563 -0.192639 -3.985466 -0.06 -0.07 0.10 0.09
H -0.283907 0.075988 -6.419505 0.41 -0.21 -0.15 0.12
H -1.552302 -1.139397 -6.231001 -0.32 0.30 0.09 0.12
H 1.688996 -2.450205 -4.712951 0.11 -0.13 0.23 0.11
H 0.457899 -3.730351 -4.895432 0.23 -0.11 -0.98 0.11
C -5.996909 -1.200915 -1.707128 0.19 0.32 -0.58 -0.13
C -4.500418 -1.386971 -1.375275 -1.39 0.19 0.78 -0.16
C -3.909873 -1.768057 -2.676072 0.87 0.08 -1.50 -0.21
O -4.867739 -1.660763 -3.743638 -0.62 -0.22 0.72 -0.13
C -6.007050 -0.956895 -3.230671 0.22 -0.36 0.43 -0.19
H -6.431938 -0.363141 -1.162171 -0.20 -0.21 0.09 0.11
H -6.507719 -2.138742 -1.488836 -0.26 0.20 0.07 0.11
H -4.450320 -2.226418 -0.681784 0.40 0.35 0.32 0.10
H -4.043835 -0.479612 -0.979896 -0.13 -0.21 0.21 0.09
H -3.539133 -2.790296 -2.600662 0.20 -0.04 -0.58 0.12
H -3.127281 -1.063329 -2.957125 0.52 -0.30 0.15 0.10
H -6.911782 -1.336312 -3.705669 0.09 -0.08 -0.08 0.12
H -5.928658 0.102598 -3.474458 0.10 0.27 0.03 0.11
C 2.848957 -5.706624 3.182501 2.61 -0.46 0.91 -0.18
C 1.541296 -5.737858 2.498588 -1.00 1.13 -0.43 -0.15
C 1.262622 -4.214301 2.404961 0.11 -0.88 -0.35 -0.20
O 2.546857 -3.646644 2.118873 0.34 0.11 -0.21 -0.15
C 3.454449 -4.298433 3.023436 -1.29 -0.02 0.48 -0.19
H 3.561003 -6.326417 2.637566 -0.11 -0.61 0.44 0.11
H 2.880279 -5.942201 4.246282 -0.26 -0.41 -0.08 0.12
H 0.718901 -6.268964 2.977836 0.20 -0.03 0.15 0.12
H 1.731710 -6.172997 1.517513 -0.54 0.18 -0.22 0.10
H 0.864473 -3.849593 3.351837 0.09 0.05 0.21 0.10
H 0.513305 -3.990511 1.645660 0.37 0.40 -0.24 0.10
H 3.459871 -3.758779 3.970448 -0.29 0.17 0.30 0.10
H 4.512769 -4.363433 2.770788 -0.23 0.41 -1.02 0.12
C 4.002355 -0.284611 -3.036279 -1.56 -0.52 0.66 -0.17
C 5.194894 0.516698 -3.420668 0.99 0.63 0.52 -0.18
C 6.338864 -0.293350 -2.877802 0.15 -1.92 -0.30 -0.20
O 5.824822 -0.904258 -1.671364 0.22 0.80 0.23 -0.15
C 4.454681 -1.264261 -1.925250 0.84 0.45 -0.44 -0.17
H 3.600198 -0.788143 -3.915383 -0.18 -0.17 0.16 0.11
H 3.230745 0.346310 -2.595087 -0.25 0.04 -0.35 0.08
H 5.289799 1.411842 -2.806002 -0.53 0.49 -0.39 0.12
H 5.225956 0.743985 -4.486253 0.23 0.09 0.14 0.12
H 7.267338 0.268634 -2.776755 -0.17 0.01 0.79 0.12
H 6.595605 -1.164643 -3.480324 0.05 0.06 -0.74 0.12
H 3.898277 -1.170144 -0.992699 0.07 0.14 -0.02 0.10
H 4.392679 -2.310267 -2.225468 0.06 -0.15 -0.21 0.11
C -0.273067 5.511610 0.483165 0.47 -0.89 0.78 -0.13
C -1.367706 5.156135 -0.545182 -0.03 0.35 0.97 -0.16
C -1.172996 6.230175 -1.576433 0.86 -0.46 -0.51 -0.19
O 0.249289 6.458315 -1.590883 -0.76 -0.26 -2.03 -0.16
C 0.807296 6.284937 -0.315015 -1.54 0.61 0.50 -0.18
H 0.164441 4.635663 0.962108 -0.03 -0.30 -0.28 0.08
H -0.627257 6.056594 1.358170 -0.22 0.44 -0.34 0.11
H -2.394908 5.201344 -0.183351 0.09 -0.05 0.47 0.10
H -1.228085 4.149797 -0.939988 0.27 0.14 -0.23 0.08
H -1.709092 7.161468 -1.393709 -0.06 0.06 0.32 0.13
H -1.510626 5.831527 -2.533080 0.32 0.34 -0.41 0.11
H 0.847013 7.300512 0.078844 0.81 -0.08 0.52 0.12
H 1.780217 5.807534 -0.431717 -0.08 0.05 0.28 0.12
C 4.028299 -0.511543 4.768159 0.24 0.28 0.23 -0.14
C 2.633582 -0.210872 5.286864 -0.20 0.44 1.08 -0.17
C 1.814114 -0.923189 4.288372 -1.46 -0.66 0.64 -0.26
O 2.422900 -0.591368 3.087573 -0.29 -0.70 -1.86 -0.14
C 3.829169 -0.479257 3.244110 0.17 0.82 1.59 -0.17
H 4.321362 -1.518198 5.066245 0.08 0.04 0.22 0.11
H 4.787569 0.206542 5.077958 0.06 -0.14 0.14 0.11
H 2.307043 0.824829 5.193078 0.57 0.40 0.04 0.10
H 2.394587 -0.489436 6.313207 0.36 -0.23 0.06 0.13
H 0.766981 -0.623475 4.330577 -0.07 0.69 -0.55 0.10
H 1.667907 -1.977137 4.524883 0.88 -0.68 -0.40 0.11
H 4.100121 0.522714 2.911334 0.16 -0.12 -0.54 0.11
H 4.479712 -1.243218 2.818356 -0.61 -0.13 -0.68 0.12
C -1.954255 0.585109 5.203831 1.35 1.07 1.55 -0.15
C -2.206137 0.907773 3.778313 -2.01 -0.35 -1.40 -0.19
C -1.009575 1.655753 3.307360 0.61 -0.46 1.55 -0.17
O -0.728818 2.468176 4.494849 0.83 0.91 -0.81 -0.15
C -1.101603 1.815734 5.701030 -1.24 -0.81 -0.77 -0.18
H -1.257596 -0.251143 5.262544 -0.56 -0.53 0.27 0.09
H -2.822254 0.547376 5.862050 -0.01 -0.74 -0.30 0.12
H -3.090584 1.527467 3.630599 -0.04 0.35 0.32 0.12
H -2.486358 0.036565 3.186218 0.45 -0.30 -0.13 0.10
H -1.127382 2.199666 2.370141 -0.17 0.65 0.47 0.12
H -0.169149 0.980473 3.146804 0.26 -0.16 -0.02 0.09
H -1.694309 2.467257 6.343145 -0.21 0.41 -0.40 0.11
H -0.286812 1.515002 6.359644 0.62 -0.15 -0.48 0.10
C 0.156717 -0.783472 0.396700 0.47 -1.01 0.32 -0.13
C -1.080126 -0.364602 -0.439431 0.14 -0.47 1.51 -0.13
C -0.761295 1.038037 -0.844040 0.83 0.44 -0.19 -0.18
O 0.679942 1.017457 -0.949974 -0.92 0.93 -1.39 -0.17
C 1.200386 0.269516 0.140472 0.15 1.32 -0.97 -0.18
H 0.504738 -1.754520 0.044491 0.05 -0.15 0.14 0.10
H 0.043610 -0.860151 1.478097 -0.51 -0.14 -0.01 0.10
H -1.989024 -0.439478 0.157556 -0.11 -0.06 -0.20 0.10
H -1.118327 -1.046538 -1.288911 -0.33 0.29 -0.17 0.10
H -0.996030 1.853357 -0.159748 -0.40 -0.31 0.73 0.11
H -1.297882 1.322066 -1.749298 0.74 -0.03 -0.53 0.10
H 1.350623 0.945594 0.982172 -0.13 -0.08 0.33 0.09
H 2.191567 0.043784 -0.252841 0.02 -0.87 0.52 0.11
C 2.113512 2.883656 2.817181 0.03 -0.09 0.89 0.00
C 2.214925 3.646861 4.147491 0.77 -1.55 -0.87 -0.35
C 3.578230 3.581924 4.841287 -0.45 -1.22 0.00 -0.08
O 3.736795 4.902282 5.361370 0.13 -0.35 0.88 0.09
C 2.917336 5.723283 4.709567 0.26 2.47 -2.30 -0.50
O 2.960171 6.947034 4.705340 -0.43 -3.09 0.55 0.13
O 2.184313 4.976358 3.798703 -0.53 3.19 0.79 0.06
H 1.244980 3.190227 2.234292 -0.03 0.19 0.23 0.06
H 2.006064 1.813724 2.995511 0.31 -0.06 -0.14 0.05
H 3.011024 3.133972 2.251560 0.00 -0.29 -0.18 0.10
H 1.430260 3.380156 4.855492 -0.23 0.11 -0.15 0.14
H 4.416023 3.329544 4.191283 0.00 0.30 -0.25 0.14
H 3.528467 2.799158 5.598198 0.30 0.47 0.51 0.12
C 1.791321 2.913550 -3.137230 -0.48 0.05 0.56 -0.01
C 0.737701 3.805711 -3.734438 2.35 0.85 1.18 -0.37
C 0.857969 3.992634 -5.201774 1.59 0.91 -0.38 -0.12
O -0.414879 3.723251 -5.665749 -1.69 -0.36 -1.25 0.10
C -1.196068 3.250643 -4.690261 -2.78 -1.39 0.12 -0.49
O -2.346496 2.809964 -4.837150 3.35 1.46 0.48 0.10
O -0.530786 3.299835 -3.508397 -2.14 -0.82 -0.59 0.08
H 2.780741 3.328300 -3.329924 0.03 -0.07 0.09 0.10
H 1.713674 1.888777 -3.500435 0.06 0.03 -0.20 0.07
H 1.559776 2.882463 -2.072565 0.53 -0.17 0.08 0.08
H 0.800715 4.785153 -3.260277 -0.11 0.02 0.27 0.14
H 1.628011 3.388058 -5.680969 -0.30 -0.55 -0.04 0.14
H 1.169813 5.018606 -5.397274 -0.42 0.15 -0.34 0.14
C -4.996948 4.996716 -2.077725 0.24 -0.31 0.68 0.00
C -5.081239 3.483991 -1.879682 0.63 0.89 -1.92 -0.34
C -3.730940 2.731094 -1.891523 -0.70 0.97 -1.70 -0.09
O -3.754231 1.937017 -0.718848 0.80 0.40 -1.03 0.07
C -4.848675 2.227336 -0.049139 -1.85 -0.97 2.54 -0.55
O -5.120802 1.671494 0.992822 0.10 1.00 -1.22 0.13
O -5.645433 3.150391 -0.670361 0.21 -1.05 2.18 0.10
H -4.401822 5.429497 -1.273590 0.12 0.00 0.10 0.07
H -5.983720 5.452145 -1.994273 0.00 -0.05 -0.34 0.09
H -4.495210 5.246122 -3.012693 -0.26 -0.06 -0.13 0.09
H -5.705987 3.064451 -2.668210 -0.17 0.01 -0.08 0.15
H -2.893080 3.425272 -1.956337 0.15 -0.31 0.42 0.10
H -3.778048 2.171414 -2.825681 0.71 -0.62 0.38 0.12